The following is a DFT calculation (ωB97M-V/def2-TZVPD) of a cluster of 18 separate species, C84H172F8N20O22S8 in total.

Properties
E_LUMO ... -7.08 eV
Gap between HOMO and LUMO ... 5.4 eV
Net charge ... +4

Last column: Mulliken charge in e.
Atoms and positions in Å:
C 9.88 0.82 1.22  -1.29
C 9.31 -0.18 0.23  -0.24
N 8.18 0.32 -0.46  0.37
C 7.05 0.88 0.10  -0.99
C 5.99 1.00 -0.85  -0.42
N 6.63 0.70 -2.04  0.34
C 7.89 0.24 -1.80  -0.28
C 5.99 0.72 -3.38  -0.67
H 10.16 1.83 0.91  0.38
H 10.77 0.51 1.77  0.39
H 9.15 1.18 1.94  0.34
H 8.90 -1.07 0.71  0.30
H 10.16 -0.48 -0.38  0.35
H 6.99 1.08 1.15  0.71
H 4.93 1.23 -0.83  0.41
H 8.45 -0.24 -2.59  0.41
H 6.24 -0.21 -3.90  0.50
H 6.37 1.62 -3.87  0.45
H 4.93 0.81 -3.15  -0.18
C -5.34 -0.47 7.05  -1.41
C -4.45 0.68 6.75  -0.15
N -3.58 0.35 5.65  0.84
C -4.03 0.03 4.39  -0.76
C -2.91 0.07 3.51  -0.27
N -1.79 0.44 4.26  1.41
C -2.22 0.70 5.56  -1.13
C -0.42 0.75 3.96  -0.37
H -4.90 -1.41 7.38  0.25
H -6.05 -0.72 6.26  0.23
H -6.02 -0.27 7.88  0.53
H -3.90 0.94 7.65  0.55
H -5.10 1.53 6.56  0.01
H -5.07 -0.23 4.32  0.68
H -2.84 -0.08 2.44  0.12
H -1.63 1.22 6.30  0.60
H -0.38 1.15 2.95  -0.39
H 0.19 -0.14 3.82  -0.16
H -0.08 1.51 4.66  0.53
C 2.60 3.49 1.38  0.57
C 2.96 4.57 2.37  -0.90
N 3.97 5.53 1.88  0.45
C 3.61 6.73 1.27  -0.34
C 4.71 7.46 1.02  -0.85
N 5.81 6.71 1.47  0.22
C 5.33 5.49 1.97  -0.15
C 7.18 7.18 1.43  -0.90
H 3.54 3.10 1.01  0.47
H 2.07 3.89 0.51  -0.31
H 2.06 2.62 1.75  -0.41
H 3.41 4.09 3.24  0.28
H 2.05 5.07 2.69  0.21
H 2.58 7.02 1.14  0.56
H 4.77 8.36 0.43  0.47
H 6.02 4.84 2.49  0.50
H 7.83 6.35 1.74  0.30
H 7.48 7.99 2.09  0.34
H 7.47 7.34 0.39  0.37
C -9.05 -1.59 1.15  -1.14
C -7.77 -1.66 2.12  -0.58
N -6.47 -1.52 1.41  0.52
C -5.62 -0.47 1.30  -1.40
C -4.53 -0.81 0.53  -0.48
N -4.76 -2.13 0.15  0.64
C -5.90 -2.58 0.70  -0.55
C -3.85 -2.94 -0.61  -0.32
H -9.82 -1.72 1.90  0.41
H -9.18 -2.30 0.33  0.33
H -9.25 -0.59 0.76  0.33
H -7.74 -2.61 2.65  0.31
H -7.72 -0.91 2.90  0.38
H -5.89 0.45 1.79  1.15
H -3.60 -0.32 0.31  0.93
H -6.19 -3.62 0.58  0.48
H -2.99 -2.31 -0.78  -0.53
H -4.31 -3.32 -1.53  0.64
H -3.33 -3.69 -0.02  0.02
C 4.07 -2.24 -3.44  -1.04
C 2.89 -2.20 -2.50  1.44
N 3.27 -2.48 -1.08  0.80
C 3.36 -3.77 -0.52  -0.96
C 3.77 -3.61 0.77  -0.70
N 3.88 -2.30 1.06  0.61
C 3.45 -1.56 -0.09  -1.16
C 4.12 -1.67 2.34  -1.10
H 4.11 -1.38 -4.11  -0.21
H 3.98 -3.16 -4.02  0.54
H 5.04 -2.30 -2.96  0.37
H 2.02 -2.82 -2.76  -0.25
H 2.51 -1.18 -2.60  -0.97
H 3.12 -4.63 -1.13  0.51
H 4.10 -4.31 1.52  0.82
H 3.25 -0.50 -0.13  0.91
H 5.18 -1.84 2.54  0.42
H 3.45 -2.12 3.08  0.31
H 3.98 -0.59 2.44  0.30
C 6.87 0.00 -10.07  -1.47
C 5.83 -0.11 -8.98  -0.30
C 5.66 1.16 -8.14  -0.69
N 4.23 1.36 -7.60  0.23
C 3.24 1.53 -8.79  -0.82
C 3.70 0.34 -6.59  -0.82
C 2.63 1.03 -5.77  2.04
C 2.90 2.53 -5.96  0.14
C 4.27 2.62 -6.69  -1.12
H 7.07 -0.95 -10.57  0.40
H 7.82 0.27 -9.61  0.36
H 6.72 0.73 -10.87  0.36
H 5.93 -0.97 -8.33  0.41
H 4.87 -0.37 -9.43  0.29
H 5.84 2.05 -8.73  0.49
H 6.35 1.10 -7.30  0.47
H 3.70 2.03 -9.65  0.28
H 2.44 2.18 -8.46  0.24
H 2.99 0.50 -9.05  0.49
H 3.19 -0.48 -7.09  0.33
H 4.56 0.07 -5.97  0.23
H 1.66 0.85 -6.24  -0.16
H 2.67 0.74 -4.72  -1.19
H 2.07 2.96 -6.52  -0.13
H 2.88 3.02 -4.99  0.26
H 4.55 3.50 -7.27  0.56
H 5.09 2.66 -5.97  0.20
C -0.67 -3.36 -4.11  -0.61
C -2.16 -3.02 -4.19  0.82
C -2.53 -2.43 -5.55  -1.03
N -4.08 -2.51 -5.78  0.49
C -4.71 -1.42 -4.88  -0.70
C -4.72 -3.89 -5.69  -0.61
C -5.69 -4.12 -6.81  -0.69
C -5.94 -2.76 -7.41  -0.58
C -4.45 -2.23 -7.28  -0.53
H 0.02 -2.54 -4.31  0.06
H -0.50 -4.25 -4.71  0.60
H -0.44 -3.65 -3.08  -0.42
H -2.42 -2.25 -3.46  -0.39
H -2.84 -3.85 -3.96  0.55
H -2.10 -3.01 -6.36  0.45
H -2.19 -1.43 -5.80  0.03
H -4.31 -0.41 -4.91  0.25
H -4.59 -1.83 -3.87  0.09
H -5.79 -1.34 -5.03  0.42
H -5.16 -4.01 -4.70  0.45
H -3.98 -4.69 -5.77  0.30
H -6.54 -4.51 -6.26  0.33
H -5.32 -4.86 -7.52  0.35
H -6.62 -2.09 -6.88  0.27
H -6.30 -2.90 -8.43  0.41
H -4.41 -1.15 -7.39  0.19
H -3.76 -2.76 -7.93  0.47
C -0.80 0.61 -4.04  0.41
C -1.76 1.40 -5.00  -0.02
C -1.17 2.75 -5.58  -0.18
N -2.03 3.60 -6.51  0.64
C -2.39 2.66 -7.62  -1.13
C -1.29 4.82 -6.93  -0.47
C -1.60 5.87 -5.85  -0.41
C -2.93 5.45 -5.26  -0.33
C -3.30 4.07 -5.86  -0.36
H -0.19 -0.08 -4.62  -0.12
H -1.27 0.04 -3.24  -0.28
H -0.03 1.24 -3.59  0.07
H -2.71 1.65 -4.53  -0.04
H -2.04 0.72 -5.80  0.03
H -0.18 2.59 -6.03  -0.28
H -0.99 3.36 -4.70  -0.23
H -1.46 2.22 -7.99  0.26
H -2.95 3.25 -8.34  0.52
H -3.09 1.88 -7.34  0.46
H -1.86 5.04 -7.84  0.36
H -0.28 4.49 -7.17  0.28
H -1.64 6.90 -6.18  0.54
H -0.77 5.90 -5.15  -0.07
H -3.66 6.20 -5.57  0.57
H -2.96 5.50 -4.17  -0.06
H -3.97 4.28 -6.70  0.54
H -3.70 3.39 -5.11  0.05
C -1.09 4.01 1.55  0.19
C -2.15 4.82 2.18  -0.24
C -2.89 4.02 3.30  -0.97
N -4.11 4.70 3.93  0.78
C -5.24 4.69 2.85  -0.86
C -4.64 3.93 5.12  -0.47
C -5.27 4.94 6.03  -0.64
C -4.78 6.35 5.62  -0.85
C -3.73 6.07 4.52  -0.77
H -1.52 3.10 1.14  -0.35
H -0.23 3.76 2.18  0.29
H -0.66 4.46 0.66  -0.43
H -2.87 5.19 1.44  0.16
H -1.75 5.70 2.69  0.59
H -2.19 3.91 4.12  0.51
H -3.24 3.02 3.04  -0.02
H -5.14 5.33 1.97  0.28
H -6.19 4.85 3.36  0.46
H -5.31 3.66 2.50  0.21
H -5.31 3.12 4.84  0.38
H -3.74 3.46 5.53  0.21
H -6.34 4.94 5.85  0.34
H -4.97 4.72 7.06  0.41
H -5.56 7.00 5.23  0.34
H -4.45 6.89 6.51  0.40
H -3.61 6.80 3.72  0.53
H -2.75 5.96 4.98  0.41
C -0.57 -2.94 6.31  -1.14
C 0.85 -2.47 6.47  1.03
C 1.69 -3.13 7.62  -1.14
N 3.10 -2.53 7.67  0.46
C 3.01 -1.07 8.17  -0.81
C 3.88 -2.72 6.37  0.08
C 5.33 -2.74 6.67  -0.56
C 5.46 -3.21 8.05  -0.91
C 4.01 -3.31 8.63  -0.51
H -0.64 -3.88 5.77  0.07
H -1.09 -2.35 5.56  -0.01
H -1.08 -3.12 7.25  0.60
H 0.79 -1.41 6.71  0.22
H 1.41 -2.64 5.55  -0.27
H 1.81 -4.18 7.37  0.23
H 1.29 -3.15 8.64  0.47
H 2.75 -0.38 7.36  -0.04
H 4.03 -0.80 8.45  0.58
H 2.45 -1.10 9.09  0.29
H 3.57 -1.99 5.62  0.02
H 3.56 -3.69 5.97  -0.11
H 5.73 -1.73 6.74  0.27
H 5.82 -3.39 5.95  0.52
H 6.24 -2.75 8.65  0.41
H 5.86 -4.22 8.03  0.35
H 3.87 -3.01 9.67  0.39
H 3.59 -4.31 8.54  0.40
C 0.91 -6.28 -2.27  -1.60
C -0.24 -6.18 -1.28  1.37
C 0.11 -7.04 -0.08  -0.92
N -0.95 -7.25 0.99  0.54
C -2.24 -7.90 0.44  -0.98
C -1.29 -5.98 1.82  0.44
C -1.98 -6.34 3.12  -0.10
C -1.39 -7.75 3.36  -1.05
C -0.48 -8.11 2.19  -0.66
H 1.02 -5.36 -2.85  0.24
H 0.74 -6.96 -3.10  0.43
H 1.92 -6.34 -1.84  0.51
H -1.11 -6.46 -1.87  0.36
H -0.40 -5.12 -1.05  -0.74
H 0.87 -6.53 0.52  0.19
H 0.28 -8.06 -0.41  0.38
H -2.97 -8.05 1.24  0.45
H -2.05 -8.95 0.24  0.32
H -2.54 -7.51 -0.53  0.24
H -1.82 -5.33 1.12  -0.31
H -0.30 -5.63 2.09  -0.04
H -3.07 -6.46 3.09  0.35
H -1.78 -5.73 3.99  -0.05
H -2.15 -8.51 3.50  0.44
H -0.84 -7.84 4.30  0.49
H -0.64 -9.14 1.89  0.53
H 0.58 -7.88 2.27  0.32
N -5.06 4.95 -1.61  -0.24
S -6.48 4.40 -1.79  1.03
O -7.21 4.20 -0.57  -0.64
O -6.79 3.69 -2.99  -0.62
F -7.02 5.86 -2.25  -0.33
S -4.38 3.44 -1.18  0.61
O -4.37 2.40 -2.18  -0.29
O -4.29 3.05 0.20  -0.15
F -2.91 4.00 -1.23  -0.24
N -5.26 -5.24 4.39  -0.40
S -5.55 -5.28 6.07  1.01
O -6.39 -4.23 6.64  -0.56
O -4.54 -5.88 6.91  -0.57
F -6.60 -6.60 5.90  -0.34
S -4.58 -3.84 4.52  1.24
O -3.47 -3.63 5.44  -0.56
O -5.43 -2.66 4.23  -0.39
F -3.72 -4.05 3.18  -0.33
N -1.45 7.19 -1.02  -0.22
S -0.55 8.36 -0.15  1.01
O -0.07 9.52 -0.90  -0.61
O 0.25 7.93 1.02  -0.58
F -1.85 9.00 0.50  -0.28
S -0.15 6.80 -1.72  1.13
O 0.98 6.22 -0.98  -0.42
O 0.28 7.57 -2.90  -0.67
F -0.74 5.45 -2.41  -0.22
N -1.39 -0.83 0.85  0.06
S -0.51 -2.22 1.30  -1.84
O 0.64 -2.05 2.15  0.12
O -0.59 -3.31 0.35  0.65
F -1.60 -2.57 2.46  0.18
S -0.27 -0.18 0.05  -1.02
O 0.31 -0.79 -1.12  0.50
O 0.70 0.54 0.87  0.14
F -1.18 1.02 -0.54  -0.16
C 1.70 -6.43 4.52  0.09
C 2.70 -5.92 3.53  0.64
O 2.70 -6.42 2.39  -0.79
O 3.41 -4.90 3.83  -0.57
H 2.04 -7.43 4.80  0.46
H 0.70 -6.43 4.10  -0.47
H 1.68 -5.82 5.42  -0.27
C 2.97 1.80 4.93  0.16
C 4.53 2.04 5.25  0.24
O 5.08 1.16 5.97  -0.72
O 5.24 2.83 4.64  -0.65
H 2.89 1.23 4.00  -0.26
H 2.60 2.82 4.84  0.44
H 2.52 1.17 5.70  -0.10
C 1.53 3.43 -2.57  0.74
C 2.70 2.54 -2.24  0.22
O 3.79 3.10 -2.24  -0.86
O 2.51 1.37 -2.09  -0.04
H 1.29 3.15 -3.60  -1.21
H 1.82 4.48 -2.66  0.46
H 0.59 3.33 -2.04  0.10